--- w ---
Formula: C3H8O2
Source: OMol25
Level of theory: ωB97M-V/def2-TZVPD

The net charge is 0. The SMILES is C=O.CCO. The value obtained for the HOMO energy is -10.01 eV.

Last column: natural (NBO) charge in e.
Cartesian coordinates (Å):
O 1.90761 1.09327 0.15571  -0.502
C 1.78351 1.76198 -0.82812  0.292
H 0.88680 2.34779 -1.08621  0.117
H 2.57098 1.79397 -1.60183  0.093
C -1.12439 -0.38230 0.75114  -0.059
O -1.23640 0.67669 -0.18880  -0.723
C -0.18002 -1.48838 0.33232  -0.633
H -0.79302 0.04879 1.69223  0.181
H -2.11312 -0.82474 0.90958  0.148
H -1.76098 0.32780 -0.91113  0.458
H 0.83171 -1.14630 0.32234  0.226
H -0.30322 -2.28113 1.07544  0.207
H -0.46946 -1.92746 -0.62267  0.195

=====

--- x ---
Formula: C3H8O2
Source: OMol25
Level of theory: ωB97M-V/def2-TZVPD

The net charge is 0. The SMILES is OCCCO. The value obtained for the HOMO energy is -9.99 eV.

Last column: natural (NBO) charge in e.
Cartesian coordinates (Å):
C 0.78228 -0.77569 0.10868  -0.068
C -0.59883 -0.21233 0.46603  -0.449
C -0.65862 1.30915 0.44045  -0.059
H 0.14276 -2.33471 -0.73641  0.458
H 1.15578 -0.18903 -0.79186  0.168
H 1.49281 -0.53937 0.90078  0.170
H -0.87681 -0.61375 1.44399  0.212
H -1.35038 -0.62823 -0.21691  0.197
H 0.13676 1.66898 1.13114  0.156
H -1.63030 1.70280 0.84304  0.170
H -0.23119 2.66997 -0.90670  0.473
O 0.87542 -2.18536 -0.08687  -0.701
O -0.37397 1.72743 -0.88289  -0.727

=====

--- y ---
Formula: C3H8O2
Source: OMol25
Level of theory: ωB97M-V/def2-TZVPD

The net charge is 0. The SMILES is CCC=O.O. The value obtained for the HOMO energy is -10.12 eV.

Last column: natural (NBO) charge in e.
Cartesian coordinates (Å):
C -0.81835 -0.71947 1.52433  -0.611
C 1.03629 -0.27670 0.03576  0.474
O 1.39413 -0.85285 -0.97011  -0.565
C -0.36869 0.15067 0.33344  -0.515
O 0.47496 1.45850 -2.21908  -0.959
H -1.83406 -1.08695 1.37280  0.225
H -0.77876 -0.16394 2.46300  0.215
H -0.17590 -1.60105 1.64055  0.210
H 1.75714 -0.10785 0.86351  0.112
H 0.82329 0.55869 -2.13194  0.484
H -0.98671 0.01281 -0.55600  0.227
H -0.38845 1.21648 0.58408  0.238
H -0.20055 1.38833 -2.90003  0.466

=====

Relative to the most stable structure, the computed energies are w 77.0; x 22.2; y 0.0, all in kJ/mol.

=====

--- w ---
Formula: C3H8O2
Source: OMol25
Level of theory: ωB97M-V/def2-TZVPD

The net charge is 0. The value obtained for the HOMO energy is -7.89 eV.

Last column: natural (NBO) charge in e.
Cartesian coordinates (Å):
C -1.89810 0.32912 -0.48709  -0.247
C 0.17033 -0.52794 0.92667  -0.241
O -0.56097 -0.14325 -0.71789  -0.608
C 1.44767 0.22721 0.80391  -0.207
O 2.39730 -0.17833 -0.18717  -0.738
H -1.80022 1.26686 0.05656  0.210
H -2.45133 -0.38107 0.13172  0.200
H -2.39011 0.49462 -1.45109  0.179
H 0.43587 -1.55995 0.62072  0.113
H -0.61251 -0.99373 -1.17571  0.501
H 1.28610 1.31422 0.74193  0.168
H 1.93154 0.04253 1.77573  0.213
H 2.04443 0.10970 -1.03828  0.457

=====

--- x ---
Formula: C3H8O2
Source: OMol25
Level of theory: ωB97M-V/def2-TZVPD

The net charge is 0. The SMILES is COCOC. The value obtained for the HOMO energy is -10.04 eV.

Last column: natural (NBO) charge in e.
Cartesian coordinates (Å):
C -1.70105 -0.37085 -0.33160  -0.282
C 0.00548 1.03045 0.30905  0.184
C 1.59850 -0.69219 0.17424  -0.282
H -0.98539 -0.96042 -0.88423  0.198
H -1.75853 0.67930 -0.89195  0.169
H -2.87320 -0.64605 0.00124  0.209
H 0.43142 1.67990 1.17635  0.178
H -0.47101 1.86074 -0.44914  0.180
H 0.88312 -1.52074 -0.08506  0.190
H 2.02873 -0.57949 1.20774  0.192
H 2.48066 -0.88112 -0.49657  0.191
O -0.81042 -0.15405 0.74199  -0.558
O 1.17171 0.55450 -0.47206  -0.569

=====

Relative to the most stable structure, the computed energies are w 79.8; x 0.0, all in kJ/mol.